Record 1
{
  "formula": "C13H13MoN2O9",
  "method": "ωB97M-V/def2-TZVPD",
  "multiplicity": 1,
  "orbital_gap_ev": 5.31,
  "total_charge": 3,
  "de_lowest_ev": 0.280,
  "symbols": ["Mo", "O", "C", "C", "N", "C", "C", "O", "O", "C", "C", "O", "O", "H", "H", "H", "H", "H", "H", "H", "H", "H", "O", "C", "C", "C", "C", "C", "C", "C", "O", "N", "O", "O", "H", "H", "H", "H"],
  "coordinates": [[0.50357, -0.94628, 0.27515], [-0.11403, 0.10622, -1.51081], [-1.56151, 0.02862, -1.81693], [-2.26677, 0.11627, -0.49220], [-1.73462, -0.95842, 0.42318], [-2.10032, -0.71120, 1.85345], [-1.08576, -1.41916, 2.73796], [-1.13966, -1.82801, 3.80924], [0.19425, -1.48839, 1.93291], [-2.23685, -2.33718, 0.01685], [-1.19174, -3.15059, -0.72989], [-1.27013, -4.16749, -1.26098], [0.08175, -2.38958, -0.63390], [0.38934, 0.38850, -2.29501], [-1.74617, -0.89807, -2.35790], [-1.83819, 0.86717, -2.45013], [-3.34588, 0.02672, -0.61971], [-2.05677, 1.07865, -0.02973], [-3.10514, -1.05204, 2.09556], [-2.04300, 0.35483, 2.07525], [-3.13737, -2.26409, -0.59201], [-2.50144, -2.91720, 0.90254], [0.54687, 0.92415, 0.97109], [1.53846, 1.63549, 1.38544], [2.88266, 1.34296, 1.12328], [3.87925, 2.24640, 1.52202], [5.18348, 1.95934, 1.19325], [5.53950, 0.85373, 0.44542], [4.55360, -0.04133, -0.00803], [3.27092, 0.19864, 0.36856], [2.25641, -0.68295, 0.03741], [6.24184, 2.88685, 1.65232], [7.35501, 2.43195, 1.67645], [5.88852, 4.02405, 1.84385], [1.27513, 2.52554, 1.95427], [3.64583, 3.15558, 2.06724], [6.58654, 0.67736, 0.22358], [4.81321, -0.91494, -0.59268]]
}


Record 2
{
  "formula": "C6H15NO3",
  "method": "ωB97M-V/def2-TZVPD",
  "multiplicity": 1,
  "orbital_gap_ev": 10.06,
  "smiles": "CC(=O)N1CCCC1.O.O",
  "de_lowest_ev": 0.604,
  "symbols": ["C", "C", "O", "N", "C", "C", "C", "C", "H", "H", "H", "H", "H", "H", "H", "H", "H", "H", "H", "O", "H", "H", "O", "H", "H"],
  "coordinates": [[-1.55059, -0.03881, 1.94796], [-0.84771, 0.90371, 1.01706], [-0.74415, 2.10421, 1.18288], [-0.32085, 0.36377, -0.17402], [0.06495, -1.05290, -0.29299], [1.43199, -1.07426, -1.01260], [1.66521, 0.33895, -1.57012], [0.51614, 1.23063, -1.02524], [-2.17515, 0.56128, 2.63510], [-2.12519, -0.80659, 1.39889], [-0.81045, -0.55147, 2.61009], [-0.71730, -1.56852, -0.92524], [0.13576, -1.50165, 0.70104], [1.44654, -1.82898, -1.84580], [2.26838, -1.37606, -0.36937], [2.61948, 0.75536, -1.25846], [1.67511, 0.35822, -2.69398], [-0.12097, 1.59087, -1.84570], [0.92978, 2.06711, -0.49672], [1.69739, -0.55530, 2.42184], [1.42024, 0.15369, 1.80521], [1.88380, -0.08824, 3.25372], [-2.98611, -0.29790, -1.72772], [-2.24732, 0.08250, -1.22511], [-3.10898, 0.23037, -2.51073]]
}


Record 3
{
  "formula": "CH6N2P2",
  "method": "ωB97M-V/def2-TZVPD",
  "multiplicity": 1,
  "orbital_gap_ev": 7.00,
  "de_lowest_ev": 1.517,
  "symbols": ["C", "N", "N", "P", "P", "H", "H", "H", "H", "H", "H"],
  "coordinates": [[-1.45672, 0.00183, 0.68778], [2.41660, -0.43734, -0.50487], [-0.96101, -0.18490, -0.65997], [1.32717, -1.40399, -0.98952], [3.60474, 0.50729, 0.06471], [-2.63545, 0.37952, 0.67312], [-1.53142, -0.91803, 1.17488], [-0.81491, 0.77355, 1.26987], [-1.65195, -0.91641, -1.12603], [-0.91388, 0.66411, -1.13101], [2.61682, 1.53437, 0.54103]]
}


Record 4
{
  "formula": "C6H8LiLuO6",
  "method": "ωB97M-V/def2-TZVPD",
  "multiplicity": 1,
  "orbital_gap_ev": [5.77, 5.77],
  "de_lowest_ev": 0.000,
  "symbols": ["Li", "O", "O", "C", "C", "O", "C", "H", "H", "H", "H", "Lu", "O", "O", "C", "C", "O", "C", "H", "H", "H", "H"],
  "coordinates": [[0.10951, -2.21927, 1.09988], [-0.51873, -0.34155, 0.76674], [1.63177, -0.97276, 0.86140], [2.65886, -1.15734, -0.09969], [2.16358, -0.39493, -1.34522], [0.84288, -0.01355, -1.01472], [0.79601, 0.16393, 0.43707], [3.60917, -0.75230, 0.27498], [2.76224, -2.23236, -0.29905], [2.12997, -1.03271, -2.23784], [2.77250, 0.49701, -1.54920], [-1.05585, -1.49710, -1.48105], [-1.98936, 0.27260, -1.89924], [1.06097, 1.30314, 0.87536], [-1.37627, 0.63218, 1.47679], [-2.53772, 1.04079, 0.59516], [-2.18967, 1.94191, -0.45898], [-1.98800, 1.52064, -1.75235], [-1.82446, 0.14152, 2.35563], [-0.76055, 1.38238, 1.98435], [-3.26753, 1.57042, 1.22302], [-3.02933, 0.14734, 0.18695]]
}